No. 1
Molecular formula: C12H33BeCl2N3O3
Method: DFT, the ωB97M-V functional and the def2-TZVPD basis

Computed properties:
Highest occupied orbital energy: -0.3128 hartree
Max |F|: 2.78 eV/A

Geometry (Å):
Be (8.187, 10.237, 8.378)
Cl (7.470, 11.954, 8.952)
Cl (9.993, 9.199, 8.198)
C (11.465, 8.504, 12.248)
C (10.085, 7.930, 12.012)
C (9.788, 6.827, 13.034)
O (8.483, 6.405, 12.871)
C (8.282, 5.828, 11.649)
N (8.977, 8.989, 11.975)
H (11.765, 9.173, 11.436)
H (12.190, 7.733, 12.484)
H (11.522, 9.112, 13.162)
H (10.054, 7.583, 10.980)
H (9.861, 7.248, 14.055)
H (10.440, 5.993, 12.845)
H (7.739, 6.487, 10.950)
H (7.580, 5.012, 11.767)
H (9.192, 5.372, 11.219)
H (9.338, 9.758, 11.405)
H (8.721, 9.387, 12.859)
C (13.240, 13.636, 9.450)
C (12.156, 12.473, 9.549)
C (11.396, 13.082, 10.666)
O (10.356, 12.407, 11.287)
C (10.142, 13.218, 12.437)
N (11.266, 12.122, 8.481)
H (13.844, 13.680, 8.537)
H (13.938, 13.521, 10.293)
H (12.673, 14.578, 9.488)
H (12.618, 11.538, 9.909)
H (10.953, 14.024, 10.215)
H (12.120, 13.402, 11.415)
H (11.112, 13.420, 12.875)
H (9.535, 12.638, 13.148)
H (9.664, 14.117, 12.147)
H (10.381, 11.888, 8.942)
H (11.634, 11.375, 7.890)
C (4.995, 9.411, 7.029)
C (6.238, 8.556, 7.376)
C (7.219, 8.936, 6.268)
O (7.774, 10.132, 6.720)
C (8.819, 10.757, 5.996)
N (6.982, 8.805, 8.729)
H (5.081, 10.463, 7.284)
H (4.152, 9.211, 7.669)
H (4.677, 9.264, 5.995)
H (5.960, 7.490, 7.289)
H (6.711, 9.086, 5.339)
H (8.027, 8.201, 6.124)
H (9.022, 11.614, 6.663)
H (8.453, 11.109, 5.032)
H (9.703, 10.129, 5.943)
H (7.427, 7.931, 9.015)
H (6.356, 9.272, 9.369)

No. 2
Molecular formula: C12H33Br2N5O3P
Method: DFT, the ωB97M-V functional and the def2-TZVPD basis

Computed properties:
Highest occupied orbital energy: -0.4168 hartree
Charge: +1
Max |F|: 0.96 eV/A

Geometry (Å):
C (0.464, -2.183, 0.443)
C (-0.471, -1.113, -0.136)
C (0.320, -0.164, -1.025)
Br (0.190, -0.713, -2.875)
N (-0.156, 1.255, -0.969)
C (0.465, 1.963, 0.049)
N (1.637, 2.518, -0.134)
N (-0.147, 2.108, 1.241)
P (0.459, 1.136, 2.666)
O (1.956, 1.750, 2.702)
Br (-0.567, 2.278, 4.238)
H (1.151, -2.534, -0.333)
H (-0.095, -3.041, 0.809)
H (1.076, -1.775, 1.252)
H (-1.237, -1.627, -0.715)
H (-0.976, -0.579, 0.673)
H (1.393, -0.212, -0.812)
H (0.075, 1.700, -1.854)
H (2.210, 2.296, -0.935)
H (2.010, 3.140, 0.570)
H (-1.128, 1.865, 1.097)
H (2.117, 2.359, 3.439)
C (6.178, 0.229, 1.303)
C (5.019, -0.740, 1.094)
C (4.563, -0.866, -0.363)
O (3.804, 0.238, -0.846)
C (4.561, 1.355, -1.276)
N (3.924, -0.375, 1.999)
H (5.844, 1.267, 1.281)
H (6.632, 0.059, 2.277)
H (6.949, 0.099, 0.542)
H (5.362, -1.735, 1.389)
H (3.896, -1.728, -0.439)
H (5.411, -1.050, -1.033)
H (5.502, 1.047, -1.736)
H (4.779, 2.046, -0.457)
H (3.973, 1.882, -2.033)
H (3.201, -1.088, 1.971)
H (3.480, 0.468, 1.646)
C (-4.380, 0.509, -0.904)
C (-4.471, -0.994, -1.152)
C (-5.820, -1.458, -1.713)
O (-6.862, -1.507, -0.765)
C (-7.520, -0.281, -0.506)
N (-4.109, -1.701, 0.084)
H (-4.906, 0.796, 0.007)
H (-3.334, 0.801, -0.786)
H (-4.797, 1.078, -1.736)
H (-3.720, -1.244, -1.911)
H (-5.701, -2.486, -2.066)
H (-6.114, -0.848, -2.577)
H (-7.589, 0.329, -1.412)
H (-7.023, 0.296, 0.278)
H (-8.526, -0.520, -0.167)
H (-4.059, -2.698, -0.110)
H (-4.893, -1.610, 0.725)

No. 3
Molecular formula: C12H33FInN3O3
Method: DFT, the ωB97M-V functional and the def2-TZVPD basis

Computed properties:
ΔE to the lowest compared entry with this formula, charge and spin: 28.0 kcal per mole
Highest occupied orbital energy: -0.5827 hartree
Charge: +2
Max |F|: 4.06 eV/A

Geometry (Å):
In (31.115, 9.730, -9.687)
F (34.056, 9.548, -9.183)
C (32.665, 14.347, -9.982)
C (33.343, 13.141, -9.320)
C (32.591, 12.678, -8.012)
O (31.241, 12.351, -8.384)
C (30.260, 13.332, -7.994)
N (33.258, 12.050, -10.336)
H (31.679, 14.013, -10.307)
H (33.247, 14.577, -10.874)
H (32.687, 15.147, -9.242)
H (34.422, 13.240, -9.195)
H (32.660, 13.432, -7.228)
H (33.062, 11.800, -7.571)
H (30.482, 14.240, -8.555)
H (30.276, 13.519, -6.920)
H (29.276, 12.898, -8.168)
H (33.592, 12.424, -11.212)
H (33.896, 11.297, -10.122)
C (33.592, 8.259, -14.175)
C (32.460, 8.404, -13.089)
C (32.573, 7.130, -12.185)
O (31.676, 7.239, -11.103)
C (31.445, 5.985, -10.500)
N (32.686, 9.617, -12.289)
H (33.619, 9.141, -14.814)
H (33.349, 7.426, -14.835)
H (34.552, 8.209, -13.660)
H (31.489, 8.518, -13.571)
H (33.588, 7.030, -11.802)
H (32.359, 6.272, -12.822)
H (32.394, 5.637, -10.091)
H (31.129, 5.254, -11.244)
H (30.676, 5.985, -9.727)
H (32.528, 10.460, -12.822)
H (33.665, 9.428, -12.122)
C (32.634, 6.795, -5.414)
C (31.786, 7.643, -6.346)
C (32.050, 9.141, -6.241)
O (30.954, 9.866, -6.801)
C (29.919, 10.085, -5.831)
N (32.038, 7.292, -7.768)
H (33.667, 6.857, -5.758)
H (32.439, 5.729, -5.527)
H (32.731, 7.115, -4.377)
H (30.780, 7.320, -6.075)
H (32.956, 9.415, -6.781)
H (32.293, 9.429, -5.219)
H (28.982, 10.464, -6.239)
H (30.194, 10.771, -5.029)
H (29.632, 9.169, -5.314)
H (32.981, 7.354, -8.125)
H (31.723, 6.333, -7.797)

No. 4
Molecular formula: C12H33IN3O4V
Method: DFT, the ωB97M-V functional and the def2-TZVPD basis

Computed properties:
ΔE to the lowest compared entry with this formula, charge and spin: 0.0 kcal per mole
Highest occupied orbital energy (alpha / beta): -0.4024 / -0.4032 hartree
Charge: +1
2S+1: 2
<S²>: 0.777
Max |F|: 2.07 eV/A

Geometry (Å):
O (24.027, -25.681, -5.555)
V (22.719, -25.025, -5.004)
I (21.011, -26.304, -6.871)
C (19.563, -25.939, -1.834)
C (20.912, -25.706, -2.502)
C (21.546, -27.032, -2.843)
O (22.640, -26.822, -3.753)
C (23.288, -28.041, -4.148)
N (20.803, -24.829, -3.708)
H (19.622, -26.774, -1.132)
H (18.801, -26.213, -2.566)
H (19.232, -25.061, -1.281)
H (21.525, -25.187, -1.762)
H (20.813, -27.703, -3.295)
H (21.977, -27.444, -1.928)
H (23.611, -27.945, -5.177)
H (22.589, -28.871, -4.057)
H (24.156, -28.210, -3.509)
H (20.636, -23.880, -3.379)
H (19.982, -25.089, -4.251)
C (22.169, -21.083, -7.372)
C (22.783, -22.452, -7.135)
C (24.231, -22.454, -7.577)
O (24.730, -23.760, -7.442)
C (25.920, -24.011, -8.152)
N (22.668, -22.819, -5.679)
H (21.229, -20.938, -6.833)
H (21.954, -20.870, -8.419)
H (22.838, -20.280, -7.033)
H (22.253, -23.211, -7.711)
H (24.810, -21.762, -6.944)
H (24.261, -22.161, -8.630)
H (26.502, -23.101, -8.333)
H (25.719, -24.495, -9.112)
H (26.559, -24.678, -7.569)
H (21.774, -22.447, -5.355)
H (23.340, -22.215, -5.200)
C (26.039, -23.185, -3.424)
C (25.146, -24.281, -2.856)
C (25.225, -24.413, -1.356)
O (24.428, -25.525, -0.994)
C (24.038, -25.552, 0.384)
N (23.713, -24.196, -3.287)
H (26.199, -22.382, -2.696)
H (25.603, -22.738, -4.316)
H (27.023, -23.583, -3.657)
H (25.487, -25.230, -3.281)
H (24.811, -23.499, -0.902)
H (26.265, -24.547, -1.052)
H (23.976, -24.544, 0.796)
H (24.784, -26.098, 0.968)
H (23.092, -26.082, 0.438)
H (23.292, -23.306, -3.003)
H (23.311, -24.827, -2.575)